# 1
DFT (the ωB97M-V functional and the def2-TZVPD basis) results for an isolated molecule of C3H3N5 at a distorted geometry.

Computed properties:
* energy above the lowest of the compared OMol25 structures with the same formula, charge and spin: 4.7650 eV
* HOMO: -9.3499 eV
* SMILES string: [H]/N=c1/ncncnn1
* orbital gap: 8.75 eV

Last column: natural (NBO) charge in e.
Geometry (Å):
1 H 2.440 -0.885 1.082  0.35
2 N 1.995 -0.033 0.919  -0.63
3 C 1.139 -0.089 -0.156  0.47
4 N 0.661 1.109 -0.787  -0.45
5 C -0.551 1.432 -0.210  0.28
6 N -1.274 0.717 0.694  -0.47
7 C -1.349 -0.532 0.628  0.24
8 N -0.876 -1.326 -0.491  -0.13
9 N 0.275 -1.197 -0.784  -0.10
10 H -1.343 2.044 -1.069  0.22
11 H -2.001 -0.915 1.561  0.23

***

# 2
DFT (the ωB97M-V functional and the def2-TZVPD basis) results for the ion C4H7N4 with charge +1 at a distorted geometry.

Computed properties:
* net charge: +1
* energy above the lowest of the compared OMol25 structures with the same formula, charge and spin: 4.5248 eV
* HOMO (alpha / beta): -14.4456 / -14.4447 eV
* SMILES string: [H]/N=C/N(C)/[NH+]=C\C#N
* orbital gap (alpha / beta): 8.36 / 8.36 eV

Last column: natural (NBO) charge in e.
Geometry (Å):
1 H -0.010 -2.969 0.113  0.40
2 N -0.417 -2.069 0.239  -0.55
3 C 0.132 -1.042 -0.226  0.20
4 N -0.626 0.176 -0.105  -0.16
5 C -1.977 0.076 0.278  -0.47
6 N 0.126 1.186 -0.073  -0.12
7 C 1.394 1.247 -0.257  -0.03
8 C 2.444 0.350 -0.033  0.14
9 N 3.393 -0.227 0.255  -0.11
10 H 0.977 -1.102 -0.788  0.21
11 H -2.320 0.867 0.907  0.24
12 H -2.663 0.113 -0.610  0.24
13 H -1.903 -0.913 0.794  0.30
14 H -0.287 2.057 -0.216  0.44
15 H 1.737 2.250 -0.276  0.27

***

# 3
DFT (the ωB97M-V functional and the def2-TZVPD basis) results for the ion C5H8N with charge +1 at a distorted geometry.

Computed properties:
* net charge: +1
* energy above the lowest of the compared OMol25 structures with the same formula, charge and spin: 4.1179 eV
* HOMO (alpha / beta): -11.4361 / -15.6707 eV
* expectation value of S²: 2.01
* spin multiplicity: 3
* orbital gap (alpha / beta): 8.22 / 7.47 eV

Last column: Löwdin spin population.
Geometry (Å):
1 C -0.809 1.169 -0.533  0.44
2 C -0.392 0.253 0.140  0.32
3 C -0.480 -1.562 1.685  0.66
4 C -0.933 2.172 -1.490  0.11
5 C 1.600 -1.154 0.168  0.00
6 N -0.023 -0.871 0.712  0.35
7 H 0.068 -2.410 2.037  0.04
8 H -1.491 -1.321 2.043  0.03
9 H -1.618 2.118 -2.272  0.03
10 H -1.425 2.915 -0.906  0.03
11 H 0.033 2.265 -1.814  0.00
12 H 1.623 -1.067 -0.856  0.00
13 H 1.841 -2.135 0.351  0.00
14 H 2.005 -0.372 0.736  0.00

***

# 4
DFT (the ωB97M-V functional and the def2-TZVPD basis) results for a structure of composition C28H56AsN4ORh.

Computed properties:
* net charge: +2
* energy above the lowest of the compared OMol25 structures with the same formula, charge and spin: 0.0000 eV
* HOMO (alpha / beta): -12.4311 / -12.4237 eV
* expectation value of S²: 6.02
* spin multiplicity: 5
* orbital gap (alpha / beta): 8.19 / 3.90 eV

Last column: Löwdin spin population.
Geometry (Å):
1 Rh -0.612 0.200 -0.284  2.46
2 C -1.154 3.150 -0.852  0.01
3 N -2.091 2.004 -0.915  0.10
4 C -2.711 1.978 -2.259  0.01
5 C -3.189 2.181 0.052  0.00
6 C -2.824 1.703 1.421  0.01
7 N -2.318 0.318 1.404  0.11
8 C -1.975 -0.025 2.795  0.01
9 C -3.387 -0.587 0.941  0.01
10 H -1.679 4.083 -1.074  0.00
11 H -0.359 3.004 -1.580  0.00
12 H -0.704 3.221 0.134  0.00
13 H -3.476 2.758 -2.325  0.00
14 H -3.179 1.014 -2.449  0.00
15 H -1.961 2.172 -3.012  0.00
16 H -4.061 1.649 -0.323  0.00
17 H -3.469 3.237 0.105  0.00
18 H -3.707 1.756 2.068  0.00
19 H -2.069 2.342 1.866  0.00
20 H -2.849 0.109 3.443  0.00
21 H -1.174 0.613 3.152  0.00
22 H -1.657 -1.047 2.855  0.00
23 H -4.320 -0.402 1.487  0.00
24 H -3.090 -1.614 1.118  0.00
25 H -3.577 -0.462 -0.124  0.00
26 C 1.326 0.638 -4.752  0.00
27 C 0.165 -0.323 -5.092  0.00
28 C -0.903 -0.011 -4.040  0.00
29 O -0.229 0.696 -2.984  0.02
30 C 0.773 1.507 -3.630  0.00
31 H 1.619 1.242 -5.606  0.00
32 H 2.213 0.094 -4.420  0.00
33 H 0.474 -1.364 -5.045  0.00
34 H -0.219 -0.157 -6.096  0.00
35 H -1.369 -0.894 -3.606  0.00
36 H -1.686 0.620 -4.462  0.00
37 H 1.506 1.791 -2.882  0.00
38 H 0.307 2.417 -4.023  0.00
39 C -0.084 -2.950 3.939  0.00
40 C -0.978 -3.401 2.783  0.08
41 As -0.394 -2.755 1.027  0.34
42 C -1.232 -4.059 -0.160  0.05
43 C -2.727 -3.899 -0.415  0.00
44 C 1.467 -3.336 1.002  0.06
45 C 2.501 -2.283 1.384  0.00
46 H -0.485 -3.328 4.879  0.00
47 H -0.018 -1.866 4.024  0.00
48 H 0.930 -3.338 3.841  0.00
49 H -2.021 -3.129 2.933  0.00
50 H -0.944 -4.486 2.653  0.01
51 H -1.013 -5.011 0.328  0.01
52 H -0.670 -4.034 -1.090  0.00
53 H -3.309 -3.920 0.507  0.00
54 H -3.083 -4.720 -1.036  0.00
55 H -2.948 -2.970 -0.942  0.00
56 H 1.637 -3.738 0.004  0.00
57 H 1.478 -4.179 1.696  0.01
58 H 2.468 -1.422 0.720  0.00
59 H 3.504 -2.709 1.337  0.00
60 H 2.350 -1.916 2.400  0.00
61 C 3.217 -3.114 -2.519  0.00
62 C 1.753 -3.106 -2.988  0.00
63 C 0.923 -2.212 -2.164  0.01
64 N 0.283 -1.571 -1.462  0.08
65 H 3.774 -3.828 -3.121  0.00
66 H 3.302 -3.405 -1.472  0.00
67 H 3.671 -2.131 -2.644  0.00
68 H 1.310 -4.102 -2.942  0.00
69 H 1.677 -2.772 -4.021  0.00
70 C 1.971 4.019 4.005  0.00
71 N 0.914 3.653 3.083  0.00
72 C 0.274 4.727 2.369  0.00
73 C 0.765 2.303 2.642  0.01
74 C 1.655 1.828 1.498  0.08
75 C 3.019 2.101 1.585  0.01
76 C 3.918 1.727 0.594  0.05
77 C 3.468 1.052 -0.532  0.01
78 C 2.120 0.742 -0.630  0.09
79 C 1.211 1.098 0.386  0.29
80 H 1.610 4.774 4.707  0.00
81 H 2.872 4.425 3.525  0.00
82 H 2.269 3.145 4.588  0.00
83 H 0.099 5.563 3.049  0.00
84 H -0.706 4.405 2.005  0.00
85 H 0.840 5.121 1.509  0.00
86 H -0.261 2.147 2.325  0.00
87 H 0.941 1.640 3.498  0.00
88 H 3.386 2.636 2.451  0.00
89 H 4.967 1.976 0.697  0.00
90 H 4.153 0.772 -1.324  0.00
91 H 1.788 0.223 -1.516  0.01

***

# 5
DFT (the ωB97M-V functional and the def2-TZVPD basis) results for a structure of composition C13H15N5ORhS2.

Computed properties:
* net charge: +1
* energy above the lowest of the compared OMol25 structures with the same formula, charge and spin: 0.0000 eV
* HOMO (alpha / beta): -11.3212 / -11.7592 eV
* expectation value of S²: 6.03
* spin multiplicity: 5
* orbital gap (alpha / beta): 8.22 / 5.72 eV

Last column: Löwdin spin population.
Geometry (Å):
1 Rh -0.206 0.449 1.001  2.26
2 N -0.842 -1.636 0.097  0.10
3 C -0.925 -2.642 1.169  0.01
4 C -1.666 -2.060 2.361  0.00
5 N -1.081 -0.790 2.843  0.08
6 C -0.049 -0.918 3.892  0.00
7 C 1.355 -1.072 3.333  0.01
8 N 1.678 0.073 2.464  0.09
9 H -0.210 -1.933 -0.637  0.00
10 H -1.750 -1.498 -0.339  0.00
11 H -1.439 -3.550 0.845  0.00
12 H 0.090 -2.927 1.438  0.00
13 H -2.695 -1.848 2.062  0.00
14 H -1.707 -2.801 3.164  0.00
15 H -1.838 -0.240 3.230  0.00
16 H -0.087 -0.010 4.498  0.00
17 H -0.270 -1.759 4.556  0.00
18 H 2.055 -1.170 4.165  0.00
19 H 1.439 -1.980 2.737  0.00
20 H 1.843 0.903 3.024  0.00
21 H 2.538 -0.100 1.954  0.00
22 S 1.608 0.482 -0.664  0.56
23 C 0.889 1.045 -2.094  0.11
24 C 1.620 0.960 -3.303  0.04
25 C 1.069 1.378 -4.484  0.02
26 C 1.825 1.272 -5.701  0.00
27 N 2.444 1.169 -6.663  0.00
28 C -0.249 1.911 -4.494  0.06
29 C -0.969 2.016 -3.329  0.00
30 C -0.426 1.591 -2.103  0.13
31 S -1.346 1.806 -0.668  0.39
32 C -0.838 2.347 -5.730  0.01
33 N -1.311 2.690 -6.718  0.03
34 H 2.623 0.556 -3.291  0.00
35 H -1.966 2.434 -3.352  0.00
36 O -0.788 3.416 2.569  0.01
37 C -0.420 2.436 2.168  0.07

***

# 6
DFT (the ωB97M-V functional and the def2-TZVPD basis) results for an isolated molecule of C5H7N.

Computed properties:
* energy above the lowest of the compared OMol25 structures with the same formula, charge and spin: 0.3964 eV
* HOMO: -8.2658 eV
* SMILES string: Cn1cccc1
* orbital gap: 9.32 eV

Last column: natural (NBO) charge in e.
Geometry (Å):
1 C -1.846 0.247 0.030  -0.39
2 N -0.440 -0.039 -0.149  -0.34
3 C 0.258 -1.162 0.250  -0.08
4 C 1.595 -0.853 0.259  -0.29
5 C 1.714 0.506 -0.145  -0.31
6 C 0.452 0.964 -0.398  -0.07
7 H -2.064 0.680 1.017  0.20
8 H -2.388 -0.686 -0.096  0.21
9 H -2.177 0.974 -0.719  0.21
10 H -0.216 -2.110 0.479  0.21
11 H 2.406 -1.526 0.507  0.22
12 H 2.609 1.095 -0.256  0.22
13 H 0.098 1.910 -0.780  0.21

***

# 7
DFT (the ωB97M-V functional and the def2-TZVPD basis) results for a structure of composition C23H26CdN8O5S3 at a distorted geometry.

Computed properties:
* energy above the lowest of the compared OMol25 structures with the same formula, charge and spin: 1.7276 eV
* HOMO: -6.9354 eV
* orbital gap: 6.66 eV

Last column: natural (NBO) charge in e.
Geometry (Å):
1 Cd 0.050 0.647 0.316  1.60
2 N 0.517 -0.582 4.900  -0.55
3 C -0.015 -0.627 3.658  0.35
4 N 0.662 -0.654 2.573  -0.55
5 C 2.050 -0.579 2.636  0.38
6 N 2.764 -0.628 1.565  -0.32
7 N 2.132 -0.505 0.398  -0.28
8 C 2.441 -1.163 -0.638  0.07
9 C 1.711 -0.896 -1.881  0.17
10 C 2.162 -1.390 -3.100  -0.23
11 C 1.403 -1.159 -4.236  -0.15
12 C 0.228 -0.432 -4.127  -0.25
13 C -0.138 0.046 -2.877  0.09
14 N 0.579 -0.190 -1.790  -0.51
15 C 2.705 -0.510 3.939  -0.06
16 C 4.088 -0.447 4.092  -0.16
17 C 4.649 -0.412 5.353  -0.22
18 C 3.833 -0.432 6.482  -0.18
19 C 2.460 -0.485 6.349  -0.24
20 C 1.895 -0.522 5.079  0.16
21 H -0.079 -0.525 5.707  0.41
22 H -1.098 -0.663 3.592  0.20
23 H 3.190 -1.957 -0.631  0.18
24 H 3.095 -1.935 -3.150  0.22
25 H 1.726 -1.543 -5.195  0.22
26 H -0.397 -0.242 -4.987  0.23
27 H -1.036 0.637 -2.733  0.23
28 H 4.702 -0.423 3.203  0.25
29 H 5.724 -0.367 5.464  0.22
30 H 4.276 -0.404 7.469  0.22
31 H 1.821 -0.492 7.225  0.21
32 O 0.767 4.614 0.007  -0.98
33 S 0.633 3.180 0.051  2.21
34 O 1.853 2.404 -0.203  -1.04
35 O -0.457 2.665 -0.830  -1.12
36 S 0.036 2.562 1.925  -0.86
37 C -3.230 3.360 -1.257  -0.41
38 N -3.355 3.162 0.171  -0.34
39 C -3.610 4.156 1.097  -0.06
40 C -3.595 3.587 2.316  -0.07
41 N -3.344 2.248 2.115  -0.51
42 C -3.148 1.991 0.804  0.30
43 S -2.828 0.482 0.118  -0.40
44 H -3.083 4.419 -1.451  0.21
45 H -4.124 3.007 -1.771  0.20
46 H -2.354 2.821 -1.604  0.28
47 H -3.778 5.176 0.803  0.23
48 H -3.711 4.016 3.294  0.23
49 H -3.128 1.580 2.829  0.43
50 O -1.219 -3.050 1.943  -0.67
51 C -0.602 -3.295 0.794  0.80
52 O -0.141 -2.444 0.079  -0.60
53 C -0.524 -4.789 0.440  -0.18
54 N -1.116 -5.604 1.518  -0.65
55 C -0.014 -6.334 2.167  -0.23
56 C 1.027 -6.550 1.072  -0.42
57 C 0.952 -5.236 0.288  -0.41
58 H -1.069 -4.916 -0.495  0.23
59 H -1.794 -6.251 1.141  0.38
60 H -1.520 -3.933 2.259  0.51
61 H -0.377 -7.251 2.627  0.21
62 H 0.407 -5.702 2.956  0.19
63 H 0.736 -7.392 0.440  0.20
64 H 2.022 -6.740 1.470  0.22
65 H 1.226 -5.352 -0.758  0.23
66 H 1.613 -4.489 0.730  0.22

***

# 8
DFT (the ωB97M-V functional and the def2-TZVPD basis) results for the ion C8H12FO2 with charge -1 at a distorted geometry.

Computed properties:
* net charge: -1
* energy above the lowest of the compared OMol25 structures with the same formula, charge and spin: 1.7217 eV
* HOMO: -2.6279 eV
* SMILES string: C=C(C)C(C)(C)/C(F)=C(/[O-])O
* orbital gap: 6.26 eV

Last column: natural (NBO) charge in e.
Geometry (Å):
1 C -1.296 2.022 -0.242  -0.48
2 C -0.922 0.795 -0.517  0.09
3 C -1.247 -0.115 -1.628  -0.73
4 C 0.202 0.183 0.555  -0.08
5 C 0.047 0.850 1.916  -0.62
6 C 1.527 0.751 -0.010  -0.61
7 C 0.185 -1.362 0.743  0.03
8 F -0.456 -1.705 1.942  -0.39
9 C 0.636 -2.384 0.000  0.58
10 O 0.818 -3.598 0.278  -0.80
11 O 0.993 -2.037 -1.345  -0.78
12 H -1.860 2.741 -0.887  0.17
13 H -1.053 2.547 0.596  0.17
14 H -0.509 -0.976 -1.551  0.30
15 H -1.328 0.247 -2.691  0.20
16 H -2.151 -0.670 -1.319  0.22
17 H 0.599 0.231 2.567  0.23
18 H -1.049 0.855 2.139  0.20
19 H 0.207 1.852 1.762  0.19
20 H 1.571 0.593 -1.169  0.21
21 H 2.418 0.316 0.519  0.21
22 H 1.521 1.819 -0.035  0.19
23 H 1.148 -2.957 -1.624  0.48

***

no.,E (Eh)
1,-389.69357
2,-375.23623
3,-249.54474
4,-3740.35962
5,-1760.06009
6,-249.45867
7,-3068.68202
8,-562.32108